This record from OMol25 describes a molecular structure, C32H32BClN8O4ReS2 in a non-equilibrium geometry. The level of theory is ωB97M-V/def2-TZVPD.

XYZ file:
```
81
Properties=species:S:1:pos:R:3:forces:R:3
Re -0.7271 1.2741 0.6109 -0.654 0.868 0.488
Cl 5.2409 -3.3643 1.5743 0.212 0.111 0.380
S -1.8344 1.5819 2.7013 0.449 0.168 -0.883
S -0.3089 3.6206 0.7002 -0.357 -0.963 0.191
O 4.3566 0.2100 4.3246 1.155 -0.929 0.284
O 5.6671 -1.5128 3.8693 0.040 -0.144 -0.150
O 2.4305 1.3130 3.4304 -0.849 0.626 -0.323
O 0.9677 1.1502 1.7850 0.152 -0.204 -0.304
N -0.3784 0.1773 -2.2370 0.071 -0.314 -0.145
N -1.6472 -1.3566 -0.6964 0.046 -0.256 -0.248
N 2.2440 -1.0579 0.8223 -0.039 -0.142 -0.382
N 0.2448 0.9185 -1.2848 0.181 0.283 0.453
N -2.7340 0.6817 -1.6162 -0.005 -0.069 -0.022
N -1.1791 -0.8473 0.4713 0.318 0.288 0.424
N -2.5006 1.5151 -0.5601 -0.040 0.132 0.040
N 3.0571 -2.1066 0.5725 -0.125 -0.080 -0.061
C -3.8824 1.0059 -2.2223 -0.005 0.069 0.023
C -4.4157 0.2788 -3.4124 0.063 -0.019 0.064
C -0.5881 -1.6872 2.7423 0.003 0.038 -0.076
C 4.0280 -2.1792 1.5306 -0.064 0.087 -0.068
C -1.1772 3.3598 4.6428 0.039 0.102 0.043
C -2.4413 -3.5230 -1.6510 0.016 0.070 -0.008
C -4.4174 2.0848 -1.5488 -0.072 0.096 0.049
C -0.0011 -0.6343 -4.5691 -0.071 -0.023 0.041
C 0.0110 5.4165 4.2545 0.058 0.041 -0.142
C 1.7160 -2.6140 -1.4176 0.254 0.132 0.425
C 0.1282 5.1119 2.9201 -0.020 0.025 0.120
C -3.7354 3.4993 0.4574 0.054 -0.051 0.002
C 1.4574 -3.3683 -2.5479 0.003 0.029 0.115
C 2.7034 -0.4692 1.9081 -0.179 0.015 -0.199
C 3.3350 -4.7587 -2.0645 0.038 -0.024 0.020
C 2.4183 2.1020 -0.9999 -0.103 -0.038 0.003
C -1.5318 -3.0294 0.7323 0.005 -0.017 0.100
C 2.8037 -2.9282 -0.5942 -0.079 0.079 -0.019
C 3.6143 -4.0098 -0.9287 -0.052 0.036 -0.021
C -1.8820 -2.6752 -0.5566 0.063 0.096 -0.018
C 0.4056 0.0830 -3.3250 -0.005 0.070 0.050
C 4.7073 -0.8351 3.5957 0.003 0.305 0.476
C 1.5737 0.7771 -3.0630 0.057 0.062 0.006
C 3.8425 -1.1371 2.4154 0.133 -0.020 0.023
C 1.9985 0.7600 2.4209 -0.294 -0.530 -0.377
C -0.4013 3.9113 2.4084 0.080 0.131 -0.146
C -0.6475 4.5325 5.1229 -0.060 -0.106 0.041
C 2.2633 -4.4478 -2.8792 -0.072 -0.054 -0.144
C 1.4356 1.2915 -1.7709 -0.011 -0.072 -0.191
C -1.0922 -1.8537 1.3492 -0.061 -0.055 -0.099
C -1.0631 3.0245 3.2802 -0.106 -0.117 0.048
C -3.5313 2.3845 -0.5121 -0.040 -0.163 -0.214
B -1.7555 -0.4572 -1.9460 0.092 0.187 0.301
H 3.5405 0.6659 3.9755 -0.231 0.283 -0.072
H -4.6088 -0.7697 -3.1794 -0.003 0.035 -0.026
H -3.7223 4.4543 -0.0703 -0.002 -0.028 -0.006
H -0.9466 -0.2464 -4.9528 0.050 -0.024 -0.009
H -1.6862 2.6690 5.3038 0.015 0.029 -0.004
H -5.3379 2.6026 -1.7710 0.074 -0.053 0.009
H 3.1985 2.4684 -1.6640 0.000 -0.006 -0.010
H 2.0589 -5.0395 -3.7650 0.005 0.057 0.071
H -3.7102 0.3113 -4.2439 -0.034 -0.003 0.011
H -5.3483 0.7409 -3.7292 0.007 -0.007 -0.004
H 1.0931 -1.7750 -1.1561 -0.101 0.113 0.034
H -1.3448 -2.0081 3.4592 0.024 0.000 0.007
H -0.1268 -1.7053 -4.3945 -0.036 0.145 -0.063
H -1.5869 -4.0115 1.1767 -0.008 0.075 -0.053
H 0.4291 6.3414 4.6349 -0.024 -0.066 -0.013
H 0.6350 5.7848 2.2381 -0.019 -0.016 0.047
H 3.9759 -5.5976 -2.3077 -0.016 0.042 0.024
H -4.7097 3.3897 0.9363 0.013 0.002 -0.029
H 2.8790 1.4906 -0.2250 0.033 -0.002 0.035
H 2.4174 0.9032 -3.7247 -0.083 -0.017 0.061
H 1.9331 2.9485 -0.5127 0.056 -0.037 -0.002
H -0.3353 -0.6500 2.9433 -0.020 -0.039 0.046
H 0.7647 -0.5017 -5.3310 -0.012 -0.002 0.014
H -0.7389 4.7754 6.1752 0.015 -0.021 -0.060
H -3.3854 -3.1151 -2.0169 0.021 -0.041 0.019
H -1.7587 -3.5858 -2.4999 0.008 -0.003 0.023
H 0.6142 -3.0990 -3.1711 0.040 -0.083 0.054
H 4.4594 -4.2767 -0.3213 -0.133 -0.057 -0.205
H 0.3058 -2.2942 2.8935 -0.010 -0.027 -0.009
H -2.1381 -1.0806 -2.8869 0.018 -0.024 0.001
H -2.6182 -4.5304 -1.2788 0.007 0.026 -0.004
H -2.9791 3.5277 1.2263 0.124 -0.006 0.142
```
Positions in Å, forces in eV/Å.

## Properties
Relative energy (zero: lowest compared OMol25 entry of this formula, charge and spin), kJ/mol: 42.4
Multiplicity: 2
Electronic energy, eV: -90819.779
Molecular weight, g/mol: 889.266
Strongest force on any atom, eV/A: 1.51
Frontier orbital gap (alpha / beta), eV: 5.635 / 7.191